271
Properties=species:S:1:pos:R:3:forces:R:3 method="wB97M-V/def2-TZVPD" e_tot_ev=-132091.042 lumo_ev=0.08 homo_lumo_gap_ev=8.43 largest_force_ev_per_a=3.141 de_lowest_kcal_mol=71.6
C 7.90121 0.05570 1.47854 -0.1 1.0 -1.0
C 7.90603 1.62662 1.41870 0.1 -1.7 0.1
C 7.47189 2.16197 0.01078 0.8 -0.1 0.3
O 8.31768 1.70030 -1.04019 0.7 -0.1 0.7
C 8.15644 2.39191 -2.25426 -0.5 -0.7 -0.5
N 7.03541 2.12851 2.47630 -0.6 0.8 -0.7
H 8.16340 -0.37133 2.44652 0.6 0.3 0.0
H 8.52979 -0.27359 0.65116 0.1 -0.5 0.3
H 6.89441 -0.33159 1.32214 -0.2 0.2 -0.4
H 8.91701 1.96786 1.64136 0.1 0.1 -0.3
H 7.57391 3.24686 -0.01598 -0.5 0.2 0.4
H 6.45611 1.84656 -0.22755 -0.4 0.1 0.2
H 7.89774 3.44742 -2.17012 0.1 0.1 0.4
H 7.36065 1.90235 -2.81564 -0.4 0.1 -0.2
H 9.04248 2.28685 -2.88036 0.2 0.0 0.4
H 6.10260 1.98973 2.11478 -0.6 0.2 0.2
H 7.06097 1.51969 3.28177 0.3 -0.1 0.1
C 3.65178 -2.21498 -4.24080 -0.3 -1.2 -1.5
C 4.07920 -2.78024 -2.90535 0.4 -1.1 -0.8
C 5.44646 -3.53453 -2.91946 -1.4 -0.8 -0.8
O 5.40020 -4.53356 -3.99176 0.7 1.2 0.6
C 6.57457 -5.33893 -4.00917 -0.5 0.3 -0.2
N 4.11237 -1.71839 -1.97023 0.2 1.2 1.2
H 3.56810 -3.03334 -4.95592 0.4 0.0 -0.4
H 4.31467 -1.44743 -4.64022 0.4 -0.1 0.1
H 2.65375 -1.78475 -4.32403 -0.2 0.2 0.9
H 3.37181 -3.52431 -2.53922 -0.3 0.0 -0.2
H 5.53136 -4.09650 -1.98936 0.1 0.2 0.3
H 6.27001 -2.82272 -2.97592 0.3 -0.1 -0.5
H 6.55142 -5.96511 -4.90105 -0.4 -0.2 0.2
H 6.60198 -5.93440 -3.09662 0.3 -0.2 0.0
H 7.48935 -4.75764 -4.12488 0.1 0.3 0.3
H 3.19672 -1.29696 -2.03422 -0.5 0.1 0.6
H 4.64880 -0.99519 -2.42774 0.6 0.4 0.2
C 0.38600 9.22873 2.84178 -0.8 -0.1 0.5
C 0.72822 9.78788 4.20350 1.4 -0.6 1.7
C 1.91375 9.03567 4.86365 -0.2 -1.1 0.0
O 1.55767 7.74980 5.44158 0.5 -0.1 -0.4
C 0.72553 7.68163 6.61823 0.8 1.1 -1.0
N 1.03567 11.21080 4.21685 -0.7 0.1 -0.5
H -0.50668 9.75416 2.50244 0.2 0.2 -0.5
H 0.05162 8.19971 2.97378 0.3 -0.2 0.0
H 1.20293 9.24361 2.12033 0.0 0.2 0.0
H -0.06428 9.54091 4.90993 -0.6 0.6 -0.3
H 2.53304 9.59131 5.56782 -0.7 0.5 0.6
H 2.64207 8.88992 4.06590 0.1 -0.9 -0.2
H 0.80211 6.67678 7.03357 -0.3 0.0 -0.4
H -0.27874 7.99032 6.32796 -0.3 -0.4 0.4
H 1.09093 8.35441 7.39409 0.1 0.3 0.1
H 1.26060 11.50864 5.15535 0.1 0.1 0.0
H 1.83724 11.37855 3.62571 0.2 0.2 0.0
C 2.21006 -0.94701 3.58923 -0.2 0.1 0.9
C 1.89088 0.55833 3.41314 -0.3 -0.5 -1.0
C 1.77606 1.36237 4.71254 -0.4 -1.3 0.3
O 0.71941 0.72673 5.46512 0.7 -0.3 -1.1
C 0.66168 0.98687 6.82647 -0.2 0.9 0.1
N 2.85554 1.18056 2.53245 1.1 0.6 -0.2
H 1.62764 -1.29622 4.44184 -0.1 -0.1 0.0
H 3.24870 -1.18337 3.82045 0.3 0.6 0.2
H 1.99728 -1.63251 2.76893 -0.4 0.6 -0.4
H 0.93146 0.66567 2.90708 -0.6 -0.5 0.3
H 1.52916 2.40884 4.53358 -0.1 0.1 -0.2
H 2.74197 1.33954 5.21712 0.1 -0.1 0.4
H 0.68825 2.07044 6.94170 -0.1 0.2 0.5
H 1.46238 0.56498 7.43391 0.3 -0.3 -0.2
H -0.29355 0.60038 7.18182 0.0 0.1 0.1
H 2.48119 2.03046 2.13541 -0.1 0.2 0.1
H 3.07592 0.61250 1.72693 -0.1 -0.4 0.1
C -10.48392 -6.72979 -1.53791 0.6 1.1 1.2
C -10.52378 -5.79950 -2.72897 0.2 -0.7 -0.7
C -9.12970 -5.45012 -3.32926 0.2 0.9 0.6
O -8.32026 -4.57189 -2.48638 -0.5 -0.7 -1.1
C -7.10369 -4.16575 -3.12381 0.0 0.2 1.2
N -11.31232 -6.48670 -3.76011 0.6 0.4 -1.1
H -11.47999 -7.11740 -1.32411 0.1 0.0 0.1
H -10.12781 -6.13626 -0.69589 -0.1 -0.2 0.5
H -9.77377 -7.55323 -1.61370 -0.1 -0.1 -0.5
H -11.02725 -4.85545 -2.52066 0.0 0.0 0.3
H -9.29767 -4.90117 -4.25583 -0.1 -0.3 -0.3
H -8.52846 -6.34275 -3.50194 -0.2 -0.3 -0.2
H -7.14497 -3.69096 -4.10411 -0.8 0.2 -0.1
H -6.34928 -4.94165 -3.25404 -0.2 -0.6 0.3
H -6.71793 -3.46100 -2.38718 0.3 0.2 -0.3
H -10.97339 -7.43532 -3.83322 -0.2 -0.2 -0.1
H -12.30537 -6.51795 -3.57853 0.1 0.1 0.3
C -2.75755 3.86671 2.57450 0.0 -0.4 -0.1
C -3.01311 4.13162 1.10156 0.1 -0.8 0.7
O -4.18738 4.84888 0.97135 -1.3 1.4 -0.1
H -2.73917 4.74407 3.22104 0.3 0.3 -0.4
H -1.81836 3.31667 2.63344 0.1 0.0 0.3
H -3.54680 3.24592 2.99853 0.0 -0.2 -0.2
H -3.22928 3.18402 0.60817 0.9 -0.4 -0.1
H -2.17444 4.65678 0.64447 0.2 -0.1 -0.1
H -4.32705 4.99601 0.03303 -0.2 0.1 0.0
C -2.58929 -3.31412 6.64094 0.8 0.6 1.2
C -2.31345 -3.66910 8.13281 -2.4 -0.3 -1.4
O -3.63104 -4.07245 8.67086 1.5 -0.6 0.1
H -3.22308 -2.42802 6.67603 0.1 0.1 -0.5
H -3.07968 -4.09460 6.05913 0.0 -0.2 0.4
H -1.61713 -3.11104 6.19177 -0.1 0.4 -0.4
H -1.91653 -2.83508 8.71157 0.1 0.0 -0.2
H -1.61565 -4.50604 8.10591 -0.3 -0.2 0.8
H -4.16547 -3.32065 8.93694 0.4 0.3 -0.1
C -1.23722 3.52577 -7.48100 0.2 -0.6 -0.4
O -0.34426 2.44212 -7.76715 -0.2 -0.5 -0.4
C -1.00349 1.17082 -8.06861 0.2 1.0 0.9
C -0.06383 0.15185 -8.72019 -0.7 0.9 -0.1
N -0.75064 -1.09708 -8.94268 -0.2 -0.9 0.4
C 0.10783 -2.08124 -9.62558 -1.1 0.3 -0.6
C -0.76757 -2.91905 -10.60335 0.6 0.9 2.0
O -1.39569 -2.01090 -11.49107 1.7 -0.7 -0.8
C -2.02748 -2.74566 -12.52288 -1.1 0.2 0.3
H -2.00759 3.58300 -8.24999 -0.2 0.0 0.0
H -0.69934 4.47356 -7.50297 0.3 -0.2 0.0
H -1.70941 3.44847 -6.50164 -0.1 -0.3 0.1
H -1.84172 1.34514 -8.74320 -0.1 0.1 -0.2
H -1.42537 0.81385 -7.12909 0.0 -0.4 0.1
H 0.82669 -0.02075 -8.11579 0.1 0.2 -0.2
H 0.11886 0.54935 -9.71854 1.1 0.4 0.0
H -1.54302 -0.91895 -9.54309 -0.1 0.0 -0.1
H 0.62323 -2.67140 -8.86784 0.0 -0.3 -0.2
H 0.84743 -1.57652 -10.24714 0.3 0.1 -0.1
H -1.53378 -3.40142 -9.99644 -0.3 -0.3 0.0
H -0.14469 -3.69468 -11.04890 -0.1 0.1 -0.5
H -2.19814 -2.11488 -13.39529 -0.3 0.2 0.3
H -2.93820 -3.06149 -12.01401 -0.6 -0.3 -0.9
H -1.54613 -3.64142 -12.91533 0.7 0.0 0.4
C -1.04149 -5.07973 -4.69965 -0.6 -0.4 0.2
O -0.89163 -5.77463 -3.47561 0.6 0.1 0.2
C 0.27949 -6.59231 -3.53538 -0.1 -0.5 0.6
C 0.49073 -7.41787 -2.23590 0.9 1.6 -0.9
N -0.29528 -8.60006 -2.08793 -0.9 -0.4 0.6
C -0.19527 -9.58702 -3.14405 0.4 0.1 -0.6
C 1.16568 -10.14006 -3.48972 0.8 0.4 -1.9
O 1.93779 -9.15554 -4.22922 -0.4 1.1 0.4
C 3.25864 -9.46753 -4.61860 -0.5 -1.2 0.7
H -0.23212 -4.39527 -4.95369 0.3 0.0 0.3
H -1.97099 -4.51458 -4.63094 0.0 0.0 -0.1
H -1.11229 -5.81896 -5.49754 -0.1 0.0 -0.4
H 1.16669 -5.97005 -3.65272 0.1 0.2 -0.3
H 0.16122 -7.26365 -4.38591 0.4 0.0 -0.2
H 0.27617 -6.71276 -1.43285 -0.2 -0.2 0.3
H 1.55776 -7.62987 -2.16806 0.0 -0.2 0.0
H -1.22218 -8.24038 -2.26566 -0.6 -0.1 0.8
H -0.64523 -9.10715 -4.01316 0.2 -0.6 -0.7
H -0.79800 -10.46994 -2.93129 -0.2 0.1 0.4
H 1.00280 -10.89782 -4.25612 -0.2 -0.6 0.2
H 1.70330 -10.61436 -2.66868 0.2 0.4 0.3
H 3.26804 -10.39332 -5.19385 0.0 -0.3 -0.1
H 3.82963 -9.64899 -3.70803 0.5 0.1 -0.1
H 3.73235 -8.72240 -5.25772 -0.5 0.4 0.4
C 5.90499 9.60476 2.68646 0.5 -0.4 -0.7
O 6.62587 8.93207 3.70595 0.3 -0.1 0.1
C 6.99602 7.56181 3.38582 -0.1 0.5 0.6
C 7.81574 6.95880 4.56018 0.2 0.2 0.6
N 7.24078 7.13168 5.90045 -1.4 -0.9 -0.3
C 6.14368 6.14596 6.10306 -0.5 0.6 1.4
C 5.30105 6.36298 7.42334 1.7 -0.2 -1.3
O 6.10222 6.06699 8.56455 0.0 0.1 -0.3
C 5.34335 5.78837 9.70439 -1.0 0.0 0.3
H 5.80312 10.68241 2.81450 0.0 -0.1 1.0
H 4.92183 9.16991 2.50644 -0.2 -0.1 0.2
H 6.44210 9.57921 1.73832 0.2 -0.5 -0.3
H 7.60647 7.52892 2.48339 0.0 0.1 -0.2
H 6.06238 7.02975 3.20325 0.0 -0.3 0.0
H 8.81255 7.39156 4.64501 0.0 0.4 -0.6
H 8.00268 5.88830 4.47529 -0.2 -0.1 -0.7
H 6.75162 8.01227 5.82698 0.1 0.5 0.5
H 6.48588 5.11136 6.12758 0.5 0.1 0.1
H 5.40545 6.16853 5.30143 -0.2 0.2 -0.3
H 4.46553 5.67936 7.27273 -0.3 -0.1 0.6
H 4.93936 7.39036 7.46534 -0.2 0.2 0.1
H 4.68938 4.94061 9.50005 0.0 -0.4 0.2
H 4.66324 6.58577 10.00391 -0.2 0.6 -0.3
H 5.90918 5.63083 10.62260 0.7 -0.3 -0.5
C -7.94865 -1.98017 4.33687 -0.8 -0.4 0.0
O -9.18453 -1.72552 3.68642 0.3 0.0 -0.6
C -9.76412 -2.86617 3.01429 -1.1 1.1 0.9
C -11.16284 -2.29399 2.50329 1.2 0.4 0.2
N -10.99253 -1.07678 1.71739 -0.2 -0.2 -0.9
C -10.41133 -1.28016 0.38917 1.9 1.0 1.0
C -9.57489 -0.02527 -0.03226 -2.7 1.6 0.0
O -8.69108 0.55623 0.93104 0.3 -2.0 -0.3
C -7.54127 -0.31223 1.13393 -0.5 1.2 -0.5
H -7.16227 -2.29188 3.64946 0.0 -0.2 -0.2
H -8.15454 -2.76525 5.06444 0.5 -0.2 0.3
H -7.60804 -1.08534 4.85781 -0.3 0.1 -0.1
H -9.90986 -3.64434 3.76349 -0.2 -0.3 0.1
H -9.07570 -3.28833 2.28219 -0.1 0.3 -0.5
H -11.75865 -1.98079 3.36062 0.3 -0.2 0.4
H -11.80780 -3.00640 1.98891 0.4 -0.2 -0.3
H -10.39337 -0.42629 2.20520 0.0 0.0 0.3
H -11.19337 -1.51121 -0.33411 0.4 -0.1 -0.2
H -9.59105 -1.99642 0.43638 -0.5 -1.2 -0.3
H -10.32017 0.75999 -0.15887 -0.2 0.3 0.2
H -9.24020 -0.09063 -1.06755 1.0 -0.6 0.1
H -7.09910 -0.08210 2.10327 -0.2 -0.2 0.0
H -6.82955 -0.02782 0.35890 0.3 -0.3 -0.1
H -7.82936 -1.35727 1.01999 0.2 0.0 0.3
C -6.49508 -11.52799 9.74304 -0.1 1.3 -0.2
O -5.54833 -11.69017 8.70654 -0.6 0.9 0.1
C -4.37109 -12.29112 9.15408 0.8 -1.6 -1.3
C -3.32875 -12.34466 8.01549 -1.9 0.9 0.1
N -2.76626 -11.05445 7.69585 2.5 0.2 0.3
C -1.80553 -11.15747 6.57367 0.0 1.5 0.3
C -1.06645 -9.82187 6.21298 -0.9 -0.7 0.0
O -1.88701 -9.03753 5.36037 0.5 0.3 -0.4
C -1.12232 -7.99142 4.71334 -0.9 -0.8 1.3
H -7.40712 -11.04638 9.39044 -0.1 -0.5 -0.8
H -6.14573 -10.71798 10.38331 0.4 -0.5 0.9
H -6.77975 -12.44695 10.25547 0.3 -0.1 0.2
H -4.64268 -13.33821 9.28796 0.2 -0.4 0.6
H -3.89263 -11.93736 10.06733 -0.4 0.6 0.2
H -3.86553 -12.67209 7.12512 -0.2 -0.7 -0.2
H -2.62505 -13.12845 8.29578 0.5 0.4 -0.1
H -3.40161 -10.28241 7.55309 -0.4 -0.4 0.0
H -2.37299 -11.50171 5.70903 0.4 -0.2 -0.5
H -0.98773 -11.84007 6.80468 -0.3 -0.4 0.2
H -0.11120 -10.00983 5.72280 0.1 -0.5 -0.3
H -0.78565 -9.27667 7.11409 -0.3 0.2 0.4
H -0.59722 -7.48351 5.52230 0.1 0.5 -0.2
H -1.86597 -7.34734 4.24402 0.4 0.0 -0.1
H -0.37901 -8.39506 4.02585 -0.1 -0.1 -0.2
C 6.21006 8.54163 -4.11976 -1.3 0.5 0.0
O 5.00261 8.71280 -4.89524 0.9 -1.4 -1.4
C 4.93583 7.69613 -5.97485 0.7 1.6 0.4
C 3.99355 8.18454 -7.08028 0.0 0.6 0.1
N 4.24820 9.61949 -7.39860 0.6 -1.8 -0.2
C 3.37615 10.16912 -8.44521 -0.1 0.6 1.5
C 3.58905 11.68297 -8.56705 -1.8 -1.1 0.5
O 3.02365 12.29147 -7.37245 0.7 -0.7 -0.9
C 3.61765 13.50003 -7.04348 0.8 0.7 0.9
H 6.28845 9.49123 -3.59041 0.1 -0.3 0.5
H 7.14882 8.41006 -4.65784 -0.2 0.0 -0.7
H 6.06530 7.67244 -3.47815 0.2 0.1 0.4
H 4.70416 6.72630 -5.53456 -0.4 -0.1 -0.1
H 5.92890 7.62036 -6.41775 0.2 0.0 0.1
H 2.97376 8.01712 -6.73373 -0.4 0.1 -0.1
H 4.13612 7.59568 -7.98638 0.1 -0.2 0.1
H 4.17201 10.02934 -6.47865 -0.3 1.0 -0.3
H 2.34288 9.99580 -8.14451 -0.5 0.1 -0.3
H 3.50791 9.72941 -9.43384 0.4 -0.3 0.2
H 2.91620 12.00422 -9.36214 0.5 0.3 -0.5
H 4.64639 11.82682 -8.78941 0.0 0.7 0.4
H 3.19577 13.87804 -6.11223 -0.3 -0.2 0.0
H 3.55109 14.31749 -7.76142 -0.3 -0.2 -0.5
H 4.67777 13.35852 -6.83321 0.3 0.0 -0.1
C 2.36934 4.39113 0.13788 0.4 -0.1 -0.1
O 1.51429 3.46007 -0.43191 -1.7 -0.7 -0.7
C 1.74362 3.22953 -1.80553 -0.3 -0.3 -0.8
C 0.66376 2.25611 -2.43478 1.1 1.4 1.6
N 0.46420 1.12448 -1.53876 -1.6 -0.4 -1.1
C -0.85193 0.47980 -1.87105 1.1 -1.5 1.0
C -1.06526 -0.68902 -0.84453 -1.1 2.4 -0.3
O -1.55673 -0.04516 0.36251 0.4 -0.7 0.2
C -1.93824 -0.96152 1.39867 -0.2 0.2 -0.6
H 3.33194 3.88055 0.10931 0.6 0.7 0.6
H 2.00060 4.64479 1.13176 0.3 -0.3 0.1
H 2.41750 5.33412 -0.40668 0.0 0.1 -0.4
H 2.75384 2.87047 -2.00209 0.3 -0.6 0.4
H 1.76984 4.18660 -2.32651 -0.5 0.3 -0.2
H 0.99635 1.95138 -3.42706 0.0 -0.1 0.0
H -0.27150 2.81146 -2.50531 -0.1 0.3 -0.3
H 0.30736 1.50479 -0.61634 0.3 0.1 0.3
H -0.87144 0.06538 -2.87901 0.6 -0.2 -0.1
H -1.74108 1.11009 -1.88679 0.0 0.6 0.6
H -0.11648 -1.19923 -0.67838 -0.2 -0.3 0.0
H -1.89562 -1.26507 -1.25292 0.3 -0.8 0.1
H -2.62466 -1.70820 0.99944 -0.1 -0.2 -0.1
H -2.49116 -0.43026 2.17335 0.2 0.3 -0.1
H -1.10180 -1.48242 1.86464 0.3 0.1 -0.1